[1]
Formula: C16H16N3O4Rh
Source: the OMol25 dataset
Level of theory: ωB97M-V/def2-TZVPD

Last column: Mulliken charge in e.
CARTESIAN COORDINATES (ANGSTROEM)
Rh  -0.051  -0.289  1.354  -0.428
N  0.980  -2.734  2.297  -0.464
C  2.364  -3.055  2.360  -0.565
C  3.286  -2.145  1.527  0.213
O  4.472  -2.388  1.399  -0.681
N  2.628  -1.058  1.004  0.261
C  2.945  0.111  1.381  -0.088
C  2.351  1.442  1.002  0.521
O  2.046  1.715  -0.175  -0.593
O  2.348  2.193  2.010  -0.765
H  0.394  -3.172  1.615  0.130
H  0.512  -2.136  2.964  0.439
H  2.741  -2.955  3.383  0.200
H  2.584  -4.086  2.063  0.381
H  3.752  0.228  2.116  0.288
H  3.593  0.305  -2.239  0.157
N  0.156  -0.777  -0.561  -0.202
C  -0.348  -0.192  -1.670  1.025
C  0.140  -0.558  -2.947  -0.788
C  -0.184  0.143  -4.088  -0.442
C  -1.034  1.241  -4.004  -0.827
C  -1.590  1.550  -2.771  -0.597
C  -1.336  0.828  -1.605  0.667
C  -2.123  1.089  -0.371  1.009
C  -3.386  1.690  -0.541  -0.873
C  -4.226  1.965  0.519  -0.567
C  -3.832  1.612  1.802  -0.453
C  -2.615  0.981  1.992  0.204
C  -1.731  0.702  0.933  -0.419
H  2.990  0.329  -1.814  -0.229
H  0.778  -1.538  -0.799  -0.015
H  0.849  -1.380  -2.999  0.302
H  0.249  -0.148  -5.040  0.315
H  -1.251  1.848  -4.875  0.341
H  -2.246  2.410  -2.706  0.335
H  -3.738  1.917  -1.539  0.247
H  -5.192  2.428  0.340  0.318
H  -4.480  1.813  2.651  0.339
H  -2.299  0.673  2.979  0.380
O  -0.494  -0.603  3.054  -1.078

Its net charge is -2. For the LUMO energy (spin up / spin down), the calculation gives 5.41 / 5.40 eV. The HOMO-LUMO gap (spin up / spin down) comes out at 6.2 / 6.3 eV. As for the multiplicity: 1. The calculation puts the strongest force on any atom at 1.7 eV Å⁻¹.

***

[2]
Formula: C34H92Cl4N3O31P7
Source: the OMol25 dataset
Level of theory: ωB97M-V/def2-TZVPD

Last column: Mulliken charge in e.
CARTESIAN COORDINATES (ANGSTROEM)
C  0.235  4.686  -0.563  -0.050
O  0.885  5.576  -1.469  0.429
P  0.638  7.164  -1.412  0.499
O  1.340  7.849  -0.293  -0.726
O  1.127  7.585  -2.901  -0.242
C  2.417  7.735  -3.222  -0.752
O  -0.971  7.289  -1.463  -0.284
C  -1.629  8.535  -1.413  -0.711
H  0.786  4.623  0.375  -0.102
H  0.177  3.699  -1.020  -0.252
H  -0.754  5.004  -0.232  0.507
H  2.873  8.307  -2.414  0.357
H  2.442  8.408  -4.078  0.295
H  2.951  6.815  -3.463  0.200
H  -2.574  8.499  -1.956  0.241
H  -0.982  9.283  -1.871  0.322
H  -1.825  8.792  -0.372  0.241
C  -0.851  -9.780  -0.085  -0.713
O  -0.586  -8.583  0.628  -0.421
P  -0.315  -7.111  -0.032  1.119
O  0.280  -6.112  0.885  -0.507
O  0.469  -7.484  -1.382  -0.244
C  1.749  -8.124  -1.491  -0.797
O  -1.809  -6.735  -0.569  -0.356
C  -2.567  -5.884  0.196  -0.400
H  -1.892  -10.102  -0.081  0.258
H  -0.183  -10.559  0.285  0.269
H  -0.524  -9.643  -1.115  0.273
H  2.476  -7.435  -1.918  0.208
H  1.522  -8.943  -2.173  0.322
H  2.096  -8.537  -0.544  0.371
H  -3.561  -6.214  -0.108  0.282
H  -2.428  -4.839  -0.083  -0.106
H  -2.387  -6.094  1.250  0.438
C  3.898  5.763  0.621  -0.242
O  4.845  4.793  0.262  -0.316
P  4.509  3.191  0.313  0.087
O  3.919  2.667  1.562  -0.284
O  3.700  2.842  -1.058  0.584
C  4.160  3.037  -2.384  -0.488
O  5.946  2.497  0.105  -0.315
C  7.108  2.923  0.729  -0.807
H  3.155  5.335  1.294  0.058
H  3.427  6.135  -0.289  0.047
H  4.390  6.567  1.168  0.286
H  5.136  3.512  -2.485  0.389
H  3.365  3.507  -2.963  0.011
H  4.220  2.035  -2.808  0.168
H  7.701  3.485  0.007  0.302
H  7.773  2.104  1.001  0.264
H  6.965  3.652  1.526  0.316
C  -4.268  -4.168  -6.890  -0.755
O  -3.898  -4.372  -5.490  -0.296
P  -2.836  -3.246  -4.912  0.405
O  -1.756  -2.825  -5.865  -0.657
O  -3.716  -1.961  -4.422  -0.409
C  -3.066  -1.058  -3.516  -0.127
O  -2.291  -3.861  -3.503  0.361
C  -1.324  -4.866  -3.444  -0.307
H  -3.728  -4.852  -7.544  0.287
H  -4.077  -3.180  -7.310  0.310
H  -5.348  -4.240  -7.017  0.296
H  -2.039  -1.285  -3.229  -0.017
H  -3.644  -1.061  -2.593  0.185
H  -3.045  -0.067  -3.970  0.202
H  -1.026  -5.214  -4.434  0.492
H  -1.756  -5.764  -3.003  0.269
H  -0.427  -4.589  -2.889  -0.205
C  0.613  4.151  -4.975  -0.940
O  0.443  3.198  -3.909  0.317
P  -0.450  1.897  -4.160  0.796
O  -0.926  1.176  -2.918  -0.560
O  -1.741  2.550  -4.969  -0.388
C  -2.517  3.589  -4.414  -0.752
O  0.340  1.080  -5.301  -0.535
C  -0.152  -0.095  -5.830  -0.553
H  -0.047  3.975  -5.824  0.420
H  1.657  4.268  -5.266  0.339
H  0.370  5.145  -4.600  0.171
H  -3.587  3.378  -4.402  0.306
H  -2.439  4.384  -5.156  0.308
H  -2.208  4.011  -3.458  0.267
H  -0.136  0.007  -6.915  0.375
H  -1.163  -0.296  -5.476  0.153
H  0.422  -0.988  -5.581  0.209
C  1.755  -2.364  7.993  -0.752
O  1.013  -1.160  8.042  -0.289
P  -0.520  -1.149  7.562  0.735
O  -1.226  -2.455  7.622  -0.716
O  -0.375  -0.506  6.075  0.508
C  -1.573  -0.087  5.399  -0.652
O  -1.135  0.056  8.485  -0.395
C  -0.785  1.436  8.360  -0.403
H  2.059  -2.722  8.976  0.296
H  2.684  -2.233  7.436  0.291
H  1.337  -3.201  7.434  0.293
H  -1.356  -0.313  4.355  -0.196
H  -1.604  1.003  5.407  0.271
H  -2.473  -0.633  5.683  0.506
H  -1.637  2.110  8.265  0.252
H  -0.085  1.647  7.552  0.056
H  -0.203  1.542  9.275  0.292
C  1.745  -3.411  -1.875  -0.750
O  2.567  -2.432  -1.294  0.114
P  3.854  -1.795  -2.062  0.807
O  4.691  -0.884  -1.242  -0.596
O  3.159  -1.166  -3.349  -0.475
C  2.252  -0.099  -3.148  -0.424
O  4.667  -3.078  -2.657  -0.408
C  5.488  -3.856  -1.878  -0.699
H  1.687  -4.282  -1.221  0.603
H  1.974  -3.782  -2.874  0.470
H  0.693  -3.127  -1.854  -0.261
H  2.261  0.225  -2.107  0.519
H  1.272  -0.541  -3.331  -0.324
H  2.420  0.729  -3.836  0.406
H  5.120  -4.818  -1.521  0.200
H  5.748  -3.307  -0.972  0.321
H  6.354  -4.201  -2.443  0.282
C  -0.571  4.728  2.996  -0.832
N  -1.680  5.610  2.748  -0.066
C  -1.761  6.872  3.227  0.733
C  -3.041  7.625  2.946  -1.180
O  -0.853  7.457  3.822  -0.644
H  -0.472  4.640  4.078  0.442
H  0.398  5.087  2.650  0.188
H  -0.786  3.743  2.581  0.125
H  -2.427  5.144  2.254  0.283
H  -3.750  7.104  2.303  0.309
H  -2.894  8.691  2.768  0.270
H  -3.544  7.471  3.901  0.380
C  -1.555  -2.185  0.018  -0.210
N  -0.779  -0.942  -0.121  0.483
C  -0.276  -0.176  0.845  0.470
C  0.519  1.084  0.424  1.166
O  -0.501  -0.412  2.018  -0.574
H  -1.203  -2.732  0.892  0.222
H  -1.391  -2.867  -0.816  -0.325
H  -2.619  -1.949  0.015  0.192
H  -0.694  -0.508  -1.029  -0.219
H  1.562  1.088  0.740  -0.003
H  0.159  2.018  0.857  -0.438
H  0.432  1.238  -0.652  -0.677
C  -4.730  -1.425  2.294  -0.739
N  -5.085  -2.328  1.254  -0.063
C  -5.469  -1.929  0.010  0.802
C  -5.903  -3.040  -0.938  -1.128
O  -5.450  -0.771  -0.426  -0.680
H  -3.661  -1.285  2.133  0.069
H  -4.876  -1.970  3.227  0.347
H  -5.352  -0.532  2.237  0.335
H  -5.139  -3.286  1.571  0.233
H  -5.031  -3.677  -1.085  0.111
H  -6.362  -2.714  -1.872  0.316
H  -6.527  -3.715  -0.353  0.453
Cl  1.743  2.167  5.320  -0.272
C  1.903  0.948  4.030  0.982
C  2.823  -0.279  4.393  -0.402
Cl  2.768  -1.481  3.134  -0.097
H  2.165  1.463  3.106  0.051
H  0.914  0.516  3.880  -0.741
H  2.644  -0.672  5.394  0.050
H  3.884  -0.040  4.325  0.414
Cl  0.321  -5.896  4.490  -0.229
C  0.468  -4.169  4.058  -0.157
C  -0.883  -3.437  4.283  0.250
Cl  -2.220  -4.052  3.293  -0.156
H  0.758  -4.161  3.008  0.197
H  1.207  -3.701  4.708  0.211
H  -0.830  -2.350  4.212  -0.693
H  -1.247  -3.693  5.278  0.568

For the LUMO energy, the calculation gives 0.32 eV. Its SMILES is COP(=O)(OC)OC.COP(=O)(OC)OC.COP(=O)(OC)OC.COP(=O)(OC)OC.COP(=O)(OC)OC.COP(=O)(OC)OC.COP(=O)(OC)OC.CNC(C)=O.CNC(C)=O.CNC(C)=O.ClCCCl.ClCCCl. The HOMO-LUMO gap comes out at 9.6 eV. As for the multiplicity: 1. The calculation puts the strongest force on any atom at 5.0 eV Å⁻¹.

***

[3]
Formula: C3H5N3OS
Source: the OMol25 dataset
Level of theory: ωB97M-V/def2-TZVPD

Last column: Mulliken charge in e.
CARTESIAN COORDINATES (ANGSTROEM)
N  0.607  1.514  -0.333  -0.574
C  -0.224  0.498  -0.057  0.860
C  -1.586  0.500  -0.041  -0.725
N  -2.143  -0.848  -0.145  -0.257
O  -0.957  -1.679  -0.155  -0.223
C  0.103  -0.955  -0.195  0.398
N  1.310  -1.440  -0.442  -0.623
S  2.721  -0.405  -0.031  -0.230
H  1.384  1.476  0.338  0.251
H  0.143  2.483  -0.360  0.272
H  -2.296  1.303  -0.022  0.382
H  -2.555  -1.000  0.903  0.300
H  3.493  -1.447  0.540  0.168

For the LUMO energy, the calculation gives 0.63 eV. Its SMILES is Nc1c[nH]o/c1=N/S. The HOMO-LUMO gap comes out at 8.6 eV. As for the multiplicity: 1. The calculation puts the strongest force on any atom at 6.2 eV Å⁻¹.